1.
Computed, not measured: a structure of composition C51H41F3I2MoN7OSb, with ωB97M-V/def2-TZVPD.

## Properties
* energy above the lowest of the compared OMol25 structures with the same formula, charge and spin: 1.8 kcal per mole
* 2S+1: 1
* total energy: -3629.5767 Ha
* E_HOMO (spin up / spin down): -0.462 / -0.464 Eh
* net charge: +2

Structure (XYZ):
```
107
Properties=species:S:1:pos:R:3:forces:R:3
Mo 0.30172 -0.13372 -0.12756 0.0378 0.1913 0.0535
I 5.51521 4.07171 3.75650 0.0730 0.0837 0.0889
C 4.39520 2.79135 2.57603 -0.0720 -0.0565 -0.0832
C 4.54822 1.41937 2.69859 -0.0590 -0.0257 -0.0501
C 3.80140 0.54568 1.90735 0.2144 0.1523 0.2351
I 4.03164 -1.47687 2.26694 -0.0061 0.0116 -0.0600
C 2.91380 1.06319 0.97590 -0.5304 -0.2938 -0.3911
O 2.14489 0.32269 0.12137 0.6529 -0.6536 0.2768
C 2.74117 2.43587 0.88194 0.1209 0.2080 0.1028
C 1.68160 2.87972 -0.06281 -0.0640 -0.0072 -0.0476
N 0.40186 2.18944 0.26046 -0.3165 0.1035 0.1524
C -0.09632 2.47188 1.62850 0.0587 0.0343 0.0779
C 0.21462 1.36932 2.60634 0.0160 0.1682 -0.0812
C 0.40282 1.63142 3.95192 0.0446 0.0854 0.0353
C 0.68052 0.58158 4.80966 0.0200 -0.0215 0.0543
C 0.78813 -0.70342 4.29308 0.0191 0.0071 0.0630
C 0.59430 -0.88683 2.94278 -0.0683 0.1333 -0.0173
N 0.28047 0.12800 2.11428 -0.0551 -0.3554 -0.2253
C 3.47242 3.30288 1.67248 -0.0343 0.0592 -0.0237
H 5.24581 1.01535 3.42043 -0.0143 0.0118 -0.0258
H 1.55417 3.96246 -0.01352 -0.1019 0.0293 0.0391
H 1.93106 2.61125 -1.09069 -0.0348 0.0042 -0.0235
H -0.28196 2.57353 -0.37598 0.0796 0.1393 0.0177
H 0.31372 3.40606 2.01048 0.0455 0.0935 -0.0321
H -1.17853 2.59852 1.58018 -0.0468 -0.0204 -0.0415
H 0.35003 2.65149 4.31146 -0.0004 -0.0468 0.0104
H 0.83326 0.76558 5.86581 -0.0043 -0.0119 -0.0346
H 1.04105 -1.54970 4.91738 -0.0070 0.0424 -0.0042
H 0.69793 -1.86524 2.49074 -0.0307 -0.0169 -0.0227
H 3.31991 4.37239 1.58435 0.0227 -0.0234 0.0107
C 0.67261 4.93773 -4.29417 -0.0190 -0.0272 -0.0057
C 0.48730 3.55228 -3.73364 0.0435 0.0687 -0.0189
C 1.43604 2.55270 -3.95456 0.0109 0.0318 -0.0305
C 1.28747 1.28053 -3.42292 0.0670 0.0709 -0.0613
C 0.16467 0.96566 -2.66932 -0.2977 -0.2675 -0.1035
N -0.04204 -0.31528 -2.08487 0.2888 0.4020 0.0749
C -0.67024 -1.30172 -2.86508 0.1666 0.2727 -0.0031
C -0.50718 -1.32196 -4.25585 0.0420 -0.0267 -0.0452
C -1.02430 -2.33341 -5.03187 0.0506 0.0771 -0.1084
C -1.72122 -3.39619 -4.45942 -0.0321 -0.0889 -0.0874
C -2.21119 -4.54495 -5.29742 0.0223 -0.0034 0.0221
C -1.93762 -3.35207 -3.09700 0.0065 -0.0638 0.0439
C -1.46496 -2.30143 -2.31013 -0.1192 -0.0836 0.2128
N -1.88597 -2.30046 -0.93121 0.0434 0.0740 0.0095
C -2.97898 -2.93381 -0.45947 -0.0736 -0.0630 -0.1550
C -3.04066 -2.74872 0.90177 -0.1172 -0.0554 0.0625
C -1.93708 -1.96276 1.19693 0.0802 0.0841 -0.0438
N -1.24102 -1.68309 0.08756 0.1121 -0.1192 -0.0558
C -0.77206 1.96517 -2.43620 -0.3500 -0.0912 -0.0144
C -0.61758 3.24512 -2.94420 0.0007 0.1018 -0.0075
N -1.88635 1.65687 -1.58886 0.1082 -0.0571 -0.0156
C -3.13774 2.16337 -1.63637 0.1020 0.0014 -0.1141
C -3.81985 1.70758 -0.53580 -0.0401 -0.0744 0.1051
C -2.89648 0.91046 0.15156 -0.1423 -0.0510 -0.0464
N -1.73018 0.87208 -0.48300 -0.0444 0.2417 0.0015
H 1.15582 4.90318 -5.27029 -0.0120 -0.0130 0.0318
H -0.28175 5.45257 -4.40623 0.0407 -0.0258 0.0153
H 1.30357 5.54315 -3.63868 -0.0224 -0.0379 -0.0139
H 2.30988 2.77824 -4.55535 -0.0316 -0.0089 0.0185
H 2.03575 0.51567 -3.59961 -0.0254 0.0207 0.0140
H 0.07115 -0.53984 -4.72812 -0.0171 -0.0031 0.0191
H -0.84642 -2.32270 -6.10245 -0.0262 0.0016 0.0706
H -1.45332 -4.84982 -6.02129 -0.0326 0.0198 0.0328
H -2.45708 -5.41058 -4.68277 0.0087 0.0182 0.0029
H -3.10706 -4.26896 -5.85751 0.0274 0.0258 0.0134
H -2.45622 -4.18263 -2.63367 0.0267 0.0597 -0.0044
H -3.64751 -3.45591 -1.12339 0.0481 0.0331 0.0738
H -3.78955 -3.12446 1.58047 0.0714 0.0338 -0.0632
H -1.63112 -1.56574 2.14892 0.0151 -0.0261 -0.0251
H -1.35338 4.01223 -2.72193 0.0414 -0.0471 -0.0139
H -3.44877 2.78531 -2.46223 0.0208 -0.0527 0.0743
H -4.84757 1.90302 -0.27477 0.1048 -0.0155 -0.0156
H -3.03374 0.34764 1.05996 -0.0188 0.0365 0.0070
F 0.83502 -6.60781 -5.27225 0.0000 -0.0215 -0.0414
C 0.99856 -5.73240 -4.27374 0.0190 -0.0155 -0.0359
C 0.51270 -6.05482 -3.02232 -0.0618 0.0259 0.0684
C 0.67678 -5.13419 -1.99617 -0.0121 -0.0622 0.0271
C 1.31898 -3.91902 -2.22222 0.0382 -0.1748 -0.0370
C 1.81185 -3.63676 -3.49574 -0.0460 -0.0304 0.0043
C 1.65136 -4.54233 -4.53424 -0.0108 0.0416 0.0089
Sb 1.78409 -2.59742 -0.62619 -0.2265 0.0426 0.0809
C 3.78227 -2.32901 -1.21428 0.1312 0.0587 -0.1002
C 4.28598 -1.07793 -1.56730 0.1432 -0.0897 -0.0036
C 5.58796 -0.94801 -2.03154 -0.0803 0.0477 0.0290
C 6.36739 -2.08370 -2.13339 0.0315 -0.0156 -0.0053
F 7.62206 -1.96256 -2.56946 0.0578 0.0056 -0.0197
C 5.89287 -3.34260 -1.81376 -0.0216 -0.0643 0.0187
C 4.58689 -3.45878 -1.36386 0.0276 -0.0584 -0.0390
C 1.77505 -4.01171 0.94146 0.0359 -0.1892 0.1450
C 0.53668 -4.46214 1.40090 0.0487 -0.0384 0.0518
C 0.44568 -5.38290 2.43766 -0.0343 0.0238 -0.0292
C 1.61606 -5.84504 3.00624 -0.0171 -0.0281 0.0384
F 1.54108 -6.72100 4.00938 -0.0065 -0.0330 0.0288
C 2.86278 -5.43598 2.57009 0.0584 0.0368 -0.0510
C 2.93254 -4.51853 1.53277 -0.0005 -0.0782 -0.0274
H 0.03022 -7.01174 -2.86108 0.0323 0.0639 -0.0140
H 0.31648 -5.39637 -1.00697 0.0382 0.0077 -0.0602
H 2.34973 -2.71503 -3.69123 -0.0035 -0.0056 0.0262
H 2.03254 -4.34464 -5.52918 -0.0209 -0.0154 0.0612
H 3.67805 -0.19177 -1.47339 -0.0610 0.0468 0.0181
H 6.00500 0.01306 -2.30828 -0.0333 -0.0646 0.0178
H 6.53607 -4.20717 -1.92981 -0.0479 0.0749 0.0052
H 4.19920 -4.45077 -1.15287 -0.0024 0.0570 0.0039
H -0.38390 -4.11598 0.94571 -0.0245 0.0440 -0.0117
H -0.50692 -5.75210 2.79829 0.0508 0.0362 -0.0210
H 3.75347 -5.83976 3.03556 -0.0448 0.0171 -0.0218
H 3.91113 -4.20313 1.18736 -0.0448 -0.0439 -0.0224
```
Forces are in eV/Å.

---

2.
Computed, not measured: a structure of composition C51H41N7OP2PdS2Se2 at a distorted geometry, with ωB97M-V/def2-TZVPD.

## Properties
* 2S+1: 3
* ⟨S²⟩: 2.0443
* total energy: -8836.1841 Ha
* E_HOMO (spin up / spin down): -0.250 / -0.259 Eh
* net charge: 0

Structure (XYZ):
```
107
Properties=species:S:1:pos:R:3:forces:R:3
Pd 15.16926 12.35196 15.73932 0.3204 -0.0939 -1.8302
S 15.71131 11.82813 17.85224 -0.0693 0.0706 1.2202
C 17.23751 12.60672 17.88527 -0.2809 -0.9671 -4.1200
N 17.75556 13.13937 18.97053 -0.1840 -0.4104 0.4860
N 18.83483 13.80297 18.63193 0.3358 0.4849 2.8217
C 19.11030 14.89991 19.39973 1.8497 1.6956 -0.0273
C 18.18477 15.50206 20.28645 -0.2307 -1.6328 -1.5262
C 18.14131 16.85968 20.34620 1.0731 1.2840 -0.5024
C 19.04927 17.61741 19.57265 -1.4012 0.8817 0.6502
C 20.14888 17.02750 19.02434 0.4619 -0.8382 0.9666
C 20.28262 15.66078 19.10092 -0.8980 -0.4101 -0.6744
N 17.94540 12.76921 16.66558 -2.0223 -0.3094 1.5984
N 17.19123 12.52509 15.58151 1.6100 0.9799 -0.1750
C 18.00786 12.86533 14.42838 -0.0395 0.3718 0.3722
C 18.09287 12.00787 13.34066 0.4407 0.4696 -0.8501
C 19.06253 12.24369 12.30670 -1.4286 -0.8678 0.9379
C 19.94973 13.27222 12.40366 -0.2647 1.0407 0.2363
C 19.77176 14.18260 13.47779 0.6442 -0.0298 -0.6791
C 18.81525 14.05402 14.45242 -0.1592 -0.8882 0.3847
H 19.28469 13.61907 17.75344 0.3033 -0.1010 -0.6554
H 17.38304 14.84304 20.55891 -0.3747 0.1457 0.6077
H 17.43892 17.39746 20.94494 -0.6049 -0.0012 0.1586
H 18.86168 18.67425 19.38978 0.1214 -0.1215 0.4314
H 20.97347 17.59320 18.67730 0.5229 0.6027 -0.5044
H 21.21552 15.24250 18.78562 0.1223 -0.6280 -0.4821
H 17.36983 11.19527 13.22203 0.3695 0.1327 0.2640
H 19.07171 11.58283 11.45045 0.0337 -0.1011 0.0025
H 20.66255 13.46506 11.58890 -0.1988 -0.0755 0.6450
H 20.44439 15.01982 13.53556 0.1046 0.3444 -0.0367
H 18.76585 14.83559 15.24665 -0.2515 -1.0171 -0.6619
Se 12.62690 14.77232 10.03919 -0.5205 -0.7383 -0.9340
P 13.66667 12.87200 10.01878 -1.1317 2.2863 -0.1048
C 15.00376 12.87961 8.80259 1.2981 0.2629 0.5022
C 16.34289 13.23090 9.09611 -0.8212 -0.1101 -0.3900
C 17.27593 13.25335 8.03997 0.2184 0.7046 1.2562
C 16.89348 13.00285 6.74231 0.1294 -0.6108 -0.8698
C 15.57079 12.58131 6.47955 0.8569 0.8495 -0.6369
C 14.63024 12.60062 7.48860 -0.3600 -0.8006 -0.2241
C 12.83344 11.32234 9.69035 0.6654 -0.4988 -0.6933
C 13.56262 10.20339 9.21002 1.4421 0.4771 1.1004
C 12.91706 9.11361 8.69414 0.3681 0.6294 -0.5380
C 11.53906 9.13213 8.68055 -0.8505 -1.1164 -0.8591
C 10.78911 10.20452 9.12528 0.5376 0.3452 0.0329
C 11.46496 11.33823 9.58266 -1.0490 -0.2851 0.5905
C 14.12100 13.01438 11.70470 1.9985 -0.5662 1.9276
C 13.79958 12.47446 12.96173 -0.2294 -1.7435 -2.1489
N 14.74965 12.92534 13.83011 -0.8303 0.3355 -0.5263
N 15.47788 13.79453 13.21075 1.0733 0.4764 -0.8369
N 15.16530 13.86407 11.92320 -0.1949 -0.4010 0.8917
P 12.57202 11.28444 13.55387 0.9983 0.8138 -0.1819
Se 12.78448 12.06142 15.57353 -1.9387 -0.4954 1.8964
C 10.89880 11.30954 12.84171 0.5639 1.3189 0.4832
C 10.24367 10.21044 12.34582 -0.9715 -0.9563 -0.0792
C 8.84700 10.25676 12.13148 0.4984 -0.0025 -0.0870
C 8.18436 11.46551 12.31644 -0.9968 0.6753 -0.0766
C 8.88309 12.64824 12.67917 -0.7656 -1.2136 -0.4500
C 10.21728 12.52284 12.95396 0.0965 0.6085 0.6772
C 13.05486 9.56646 13.51806 0.6979 -0.3757 0.2613
C 14.18482 9.09170 12.84732 1.0132 0.0994 0.5393
C 14.78037 7.92490 13.33437 -0.3107 -1.0417 -0.9180
C 14.18568 7.14393 14.34624 0.3163 -0.0806 -0.2957
C 12.95944 7.52219 14.88550 -0.0447 1.3486 -0.5091
C 12.44682 8.78450 14.50413 -0.9044 -0.3794 0.3999
H 16.57372 13.56246 10.11742 0.1537 -0.3511 -0.5277
H 18.30694 13.55339 8.28423 -0.5386 -0.1557 -0.2613
H 17.65217 13.10784 5.92255 -0.9351 -0.2770 0.8221
H 15.30372 12.33874 5.44416 -0.0806 0.1001 0.5158
H 13.59997 12.30882 7.25080 0.3799 0.1981 0.1488
H 14.67916 10.13716 9.29759 -1.1188 0.5437 -0.2805
H 13.48515 8.39765 8.09877 -0.2240 -0.2564 0.6665
H 11.11747 8.24331 8.20936 -0.5582 0.3563 0.2190
H 9.71429 10.25861 9.08620 -0.1649 -0.3633 -0.0975
H 10.88115 12.19078 9.95240 0.3960 -0.1153 -0.3960
H 10.74849 9.27314 12.14711 0.1581 0.0479 0.1959
H 8.32181 9.32397 11.82964 0.3731 0.9471 0.2205
H 7.07534 11.52264 12.19562 1.0690 -0.1315 0.0130
H 8.39567 13.61967 12.79189 0.0229 -0.4874 -0.0601
H 10.68585 13.39105 13.38969 0.5116 0.0925 -0.1187
H 14.74396 9.67424 12.08477 -0.7620 -0.3154 0.5114
H 15.61514 7.47958 12.75789 -0.2678 0.5554 0.7327
H 14.71022 6.23252 14.68574 -0.4940 0.5453 -0.2673
H 12.41062 6.92506 15.60222 0.2171 0.0004 0.0581
H 11.52576 9.21413 14.99051 1.0873 -0.7115 -0.3525
O 13.01044 16.81015 16.54394 1.1744 -0.1263 -0.3521
S 11.65101 17.34133 16.62484 -1.1928 -0.8626 0.6377
C 11.15029 18.16337 15.12334 1.5358 -0.8328 1.0200
C 9.87367 18.01745 14.70488 -1.2778 0.4763 -0.3614
C 9.43730 18.72100 13.58948 -0.8996 -0.3597 -0.7606
C 10.34921 19.41160 12.80812 0.6535 1.0072 0.8279
C 11.68325 19.51586 13.28068 0.0968 0.7719 -0.9811
C 12.10123 18.86972 14.44475 -1.2142 0.8280 -2.4582
C 11.69770 18.79456 17.62286 -0.4810 1.1869 0.8268
C 12.83406 19.16353 18.38433 -0.8532 -0.9526 -1.6644
C 12.79182 20.34199 19.11389 -0.5717 0.0403 0.6262
C 11.60683 21.06676 19.24630 -0.6511 -0.4990 -1.1333
C 10.48646 20.67108 18.49448 -0.2818 0.2332 -0.3014
C 10.50719 19.54208 17.67298 0.9307 0.7789 0.6968
H 9.17559 17.42163 15.26164 -0.1767 -0.2004 0.2795
H 8.35982 18.68217 13.32597 0.8975 -0.0136 0.0280
H 10.02741 20.01259 11.94648 0.1854 -0.5013 0.3466
H 12.39788 20.18544 12.72401 -0.7396 -1.0293 0.5427
H 13.12965 18.84148 14.62573 1.3259 0.0690 0.9720
H 13.68452 18.48254 18.22249 -0.1112 0.6965 0.4551
H 13.64011 20.70937 19.65232 0.5461 -0.0951 0.1741
H 11.52074 21.96707 19.83894 0.3001 -0.0277 0.0606
H 9.58008 21.29676 18.42752 0.5530 -0.3048 0.4564
H 9.63099 19.36272 17.05642 0.2694 -0.3324 0.0623
```
Forces are in eV/Å.